[1]
The following is a DFT calculation (wB97M-V/def2-TZVPD) of 2 unconnected molecules or ions with the total composition CH5BS2 in a non-equilibrium geometry.

The value obtained for the frontier orbital gap is 9.9 eV. For the HOMO energy, the calculation gives -9.641 eV. Its energy above the lowest of the compared OMol25 structures with the same formula, charge and spin is 37.1 kcal/mol. The structure (SMILES) is CB=S.S. The calculated total energy comes out at -23464.98494 eV.

Geometry as ORCA input:
```
! wB97M-V def2-TZVPD RIJCOSX def2/J DEFGRID3
* xyz 0 1
C -0.13 -0.66 1.35
B 1.00 -0.32 0.45
S 2.22 0.39 -0.27
H -0.99 -0.24 0.86
H -0.10 -0.43 2.40
H -0.33 -1.72 1.26
S -1.20 0.85 -2.14
H -0.30 0.68 -1.03
H -0.18 1.46 -2.88
*
```

Mulliken population analysis, charges in e, atoms 1 to 6: number 1, C, carries -0.653; number 2, B, carries 0.336; number 3, S, carries -0.382; number 4, H, carries 0.217; number 5, H, carries 0.307; number 6, H, carries 0.295

=====

[2]
The following is a DFT calculation (wB97M-V/def2-TZVPD) of a molecular structure, C34H32N3O5S3SbSe2W in a non-equilibrium geometry.

The value obtained for the frontier orbital gap (spin up / spin down) is 4.8 / 4.8 eV. For the HOMO energy (spin up / spin down), the calculation gives -8.060 / -8.060 eV. The calculated total energy comes out at -222042.03454 eV.

Geometry as ORCA input:
```
! wB97M-V def2-TZVPD RIJCOSX def2/J DEFGRID3
* xyz 0 1
W -0.61 1.16 0.25
O 4.76 5.42 1.27
C 4.85 4.37 0.66
O 5.74 3.64 0.26
C 3.42 3.78 0.30
C 3.29 2.86 -0.77
C 2.10 2.22 -0.96
N 1.01 2.39 -0.15
C 1.12 3.42 0.82
C 2.32 4.10 1.05
C -0.10 3.64 1.57
O -0.34 4.46 2.43
O -1.05 2.69 1.20
H 4.12 2.66 -1.41
H 1.97 1.51 -1.78
H 2.35 4.85 1.82
C -3.98 3.91 0.39
Se -3.70 2.05 -0.10
C -4.74 1.27 1.42
C -3.95 1.25 2.72
Se -2.09 0.44 2.55
C -1.43 1.62 3.95
H -5.02 4.04 0.67
H -3.76 4.51 -0.49
H -3.30 4.20 1.20
H -5.04 0.27 1.11
H -5.63 1.89 1.54
H -4.50 0.73 3.50
H -3.75 2.28 3.04
H -2.05 1.48 4.84
H -1.46 2.65 3.61
H -0.40 1.33 4.18
S -0.78 0.54 -2.09
C -1.12 1.69 -3.41
C -1.10 1.11 -4.68
N -1.06 0.57 -5.69
C -1.41 3.00 -3.15
S -1.39 3.67 -1.57
C -1.82 3.83 -4.22
N -2.20 4.51 -5.05
C -3.46 -1.85 0.27
O -2.87 -0.67 -0.30
H -2.83 -2.73 0.05
H -4.47 -1.99 -0.11
H -3.50 -1.70 1.36
H -2.97 -0.74 -1.27
S 0.74 0.37 1.98
Sb 0.16 -1.57 -0.10
C 2.22 -1.11 -0.65
C 3.17 -0.88 0.34
C 4.44 -0.43 0.00
C 4.76 -0.24 -1.34
C 3.83 -0.51 -2.32
C 2.56 -0.95 -1.99
C 0.60 -2.90 1.54
C -0.23 -2.93 2.65
C 0.08 -3.74 3.73
C 1.22 -4.53 3.69
C 2.04 -4.51 2.58
C 1.74 -3.69 1.51
C -0.04 -3.10 -1.71
C 0.26 -4.43 -1.46
C 0.19 -5.36 -2.49
C -0.18 -4.97 -3.76
C -0.49 -3.64 -4.01
C -0.43 -2.71 -2.98
H 2.92 -1.03 1.38
H 5.16 -0.23 0.77
H 5.75 0.12 -1.60
H 4.09 -0.37 -3.36
H 1.84 -1.18 -2.77
H -1.11 -2.30 2.69
H -0.55 -3.74 4.60
H 1.46 -5.16 4.54
H 2.93 -5.12 2.56
H 2.39 -3.66 0.64
H 0.54 -4.74 -0.47
H 0.43 -6.39 -2.29
H -0.22 -5.69 -4.56
H -0.79 -3.32 -4.99
H -0.68 -1.69 -3.20
*
```

Mulliken population analysis, charges in e, atoms 1 to 6: number 1, W, carries -0.233; number 2, O, carries -0.688; number 3, C, carries 0.299; number 4, O, carries -0.658; number 5, C, carries 0.311; number 6, C, carries -0.940

=====

[3]
The following is a DFT calculation (wB97M-V/def2-TZVPD) of a molecular structure, CH4LuO2 in a non-equilibrium geometry.

The value obtained for the frontier orbital gap (spin up / spin down) is 7.4 / 6.9 eV. For the HOMO energy (spin up / spin down), the calculation gives -19.077 / -18.964 eV. The calculated total energy comes out at -38790.13368 eV.

Geometry as ORCA input:
```
! wB97M-V def2-TZVPD RIJCOSX def2/J DEFGRID3
* xyz 2 2
H 2.36 0.17 -1.47
O 0.77 0.06 -0.81
Lu 2.49 1.06 0.38
O -0.54 0.07 -0.79
C -1.14 -0.30 0.46
H -2.15 -0.65 0.21
H -0.54 -1.04 0.99
H -1.25 0.62 1.04
*
```

Mulliken population analysis, charges in e, atoms 1 to 6: number 1, H, carries 0.048; number 2, O, carries -0.080; number 3, Lu, carries 1.513; number 4, O, carries 0.106; number 5, C, carries -0.551; number 6, H, carries 0.270

=====

Q: Number 2 is which compound?
A: C34H32N3O5S3SbSe2W

=====

Q: What is the calculated total energy in the second record?
A: -222042.03454 eV

=====

Q: Which of these has the highest calculated total energy?
A: CH5BS2

=====

Q: Which of these has the highest calculated total energy?
A: CH5BS2